26
Properties=species:S:1:pos:R:3:forces:R:3 method="wB97M-V/def2-TZVPD" total_charge=0 e_tot_ha=-390.5889 multiplicity=1 smiles=Cc1ccccc1.CCC
C 0.302191 2.240776 1.794644 2.2 0.0 2.9
C -0.205537 1.849189 0.485505 -1.2 -0.2 -0.2
C -1.318163 0.999348 0.447623 -0.6 0.9 -0.9
C -1.814737 0.619191 -0.793556 1.6 -0.6 -0.4
C -1.167593 1.025752 -1.966894 -0.2 0.4 0.0
C -0.234441 2.071288 -1.930031 0.4 -0.3 1.0
C 0.311145 2.403066 -0.683422 -0.7 -0.5 0.5
H 1.287062 2.773771 1.819804 -0.8 -0.2 -0.5
H 0.514396 1.387285 2.468657 0.0 -0.2 -0.7
H -0.333312 2.777108 2.500875 -0.6 0.5 -0.7
H -1.930035 0.794566 1.318399 0.5 -0.3 0.3
H -2.521826 -0.179437 -0.896249 -0.6 -0.1 0.2
H -1.412139 0.483335 -2.878513 -0.2 0.6 -0.1
H 0.096676 2.647333 -2.779592 0.1 -0.5 -0.4
H 1.118712 3.083872 -0.466491 0.1 0.4 -0.8
C -0.104450 -2.665583 0.775485 0.5 -0.4 -0.4
C 0.988582 -3.780897 0.583153 -0.2 1.1 -1.2
C 2.320269 -2.984572 0.376233 -0.3 -2.3 0.3
H -1.063287 -2.991800 1.170255 0.0 -0.1 0.1
H -0.303192 -2.050056 -0.118557 0.1 -0.7 -0.2
H 0.353400 -1.906716 1.400302 -0.3 0.0 0.7
H 1.019690 -4.572225 1.317462 0.0 0.4 1.1
H 0.821169 -4.416924 -0.302232 -0.2 0.6 -0.1
H 2.282481 -2.084328 0.967520 0.3 0.5 -0.3
H 3.180089 -3.574762 0.697492 0.1 0.0 0.2
H 2.467675 -2.908370 -0.690380 0.0 1.0 -0.2